Entry from the OMol25 dataset: a 2-piece molecular cluster, C7H19N3O overall at a distorted geometry (ωB97M-V/def2-TZVPD).

Geometry (Å):
C (-1.12, -1.51, -0.08)
C (1.15, -1.47, 0.74)
C (-0.69, -1.88, -1.44)
C (1.58, -2.11, -0.59)
C (-0.43, 3.94, 0.68)
C (-0.25, 2.36, 1.12)
C (-0.55, 1.75, -0.18)
N (-0.13, -0.69, 0.66)
N (0.48, -2.85, -1.30)
N (-1.76, 1.71, -0.62)
O (0.42, 1.47, -1.00)
H (-2.09, -0.90, -0.08)
H (-1.43, -2.38, 0.45)
H (1.16, -2.23, 1.53)
H (1.91, -0.84, 0.98)
H (-1.47, -2.36, -2.05)
H (-0.27, -1.06, -2.06)
H (2.09, -1.44, -1.34)
H (2.42, -2.85, -0.40)
H (-1.43, 4.45, 0.79)
H (0.31, 4.50, 1.23)
H (0.17, 4.07, -0.28)
H (-0.96, 2.23, 1.96)
H (0.73, 2.18, 1.44)
H (0.32, -3.66, -0.77)
H (0.87, -3.05, -2.22)
H (-0.37, -0.62, 1.69)
H (-2.65, 1.86, -0.16)
H (-1.91, 1.43, -1.59)
H (1.28, 1.77, -0.73)

Calculated values
* DFT total energy: -516.99357 Eh
* net charge: +2
* frontier orbital gap: 0.40652 Ha
* highest occupied orbital energy: -17.16 eV
* relative energy (zero: lowest compared OMol25 entry of this formula, charge and spin): 0.0 kJ/mol
* lowest unoccupied orbital energy: -6.10 eV
* largest force on an atom: 3.6 eV/A

Löwdin atomic charge list, values in e, 8 entries:
1 C -0.20
2 C -0.15
3 C -0.09
4 C -0.10
5 C -0.02
6 C -0.09
7 C -0.47
8 N -0.05